[1]
Entry from the OMol25 dataset: a 3-piece molecular cluster, C6H12O2 overall (ωB97M-V with the def2-TZVPD basis set).

Each line ends with the Löwdin charge.
Cartesian coordinates (Å):
C  2.21826  1.54204  0.00705  -0.0242
C  1.10744  1.66760  0.76239  -0.1872
C  -0.17118  1.06177  0.26874  -0.1543
C  -1.25062  1.63518  0.67614  -0.1651
C  -2.65260  1.34529  0.27523  -0.1763
C  -2.94958  0.19066  -0.33831  -0.0040
H  3.29381  1.79889  0.31803  0.0797
H  2.26378  1.31705  -1.00394  0.0219
H  1.24528  2.02221  1.90906  0.1509
H  -0.19975  0.11576  -0.39284  0.1288
H  -1.38026  2.56990  1.45589  0.1621
H  -3.42156  2.05796  0.21577  0.0745
H  -2.07417  -0.48788  -0.67209  0.0688
H  -3.88041  0.05952  -0.83217  0.0365
O  0.66296  -2.89631  -1.20449  -0.0924
H  -0.33419  -2.73928  -1.37529  0.0929
H  0.74739  -3.86105  -1.25995  0.0549
O  2.50419  -2.62915  0.71571  -0.0090
H  2.56984  -2.69362  -0.13397  -0.1012
H  1.70135  -2.07654  0.60902  0.0427

As for the orbital gap: 9.02 eV. The LUMO energy comes out at 0.013 Eh. The energy relative to the best compared isomer or geometry (same formula, charge and spin) comes out at 114.6 kcal per mole. The calculated total energy is -386.13751 hartree. As for the SMILES: C=C/C=C/C=C.O.O.

***

[2]
Entry from the OMol25 dataset: C18H17Cl5F4MnN4O3 as an isolated structure (ωB97M-V with the def2-TZVPD basis set).

Each line ends with the Löwdin charge.
Cartesian coordinates (Å):
Mn  -0.25490  0.31034  -1.17979  0.9732
C  2.23515  -2.19359  -1.14424  -0.0925
N  0.90339  -1.73312  -0.77051  -0.1997
C  0.82196  -1.05779  0.54937  -0.4195
C  -0.10838  -2.78826  -0.98794  -0.1671
C  -1.54825  -2.29662  -0.88138  -0.2262
N  -1.67814  -1.09036  -1.70212  -0.0630
C  -2.69478  -0.19065  -1.45585  -0.2127
C  -2.59199  1.07193  -2.08455  -0.1909
F  -1.60689  1.24835  -3.03067  0.0272
C  -3.44098  2.13153  -1.83986  -0.2308
F  -3.20108  3.27726  -2.49411  0.0928
C  -4.48856  2.01979  -0.95818  0.0690
C  -4.64866  0.77729  -0.36178  -0.2124
F  -5.65573  0.58801  0.49456  0.1064
C  -3.80946  -0.28771  -0.60255  -0.1573
F  -4.07550  -1.46133  -0.00561  0.0885
H  2.60633  -2.99284  -0.49766  0.0839
H  2.95499  -1.37943  -1.10790  0.0586
H  2.17894  -2.57018  -2.16716  0.0901
H  0.73020  -2.86436  1.59461  0.1452
H  -0.22946  -0.74277  0.60546  0.0239
H  2.44341  -0.01703  0.78569  0.0095
H  0.05793  -3.63071  -0.30712  0.1238
H  0.06559  -3.15187  -2.00273  0.1206
H  -1.83834  -2.14413  0.16199  0.0860
H  -2.17964  -3.10950  -1.25518  0.1236
H  -5.14622  2.84424  -0.73206  0.1355
Cl  1.44813  -2.81982  6.33426  0.5948
C  1.33790  -2.16477  4.72898  -0.7625
C  0.14288  -1.60669  4.23154  -0.7328
Cl  -1.14322  -1.27290  5.35710  0.6409
C  -0.00046  -1.27560  2.92051  -0.5834
Cl  -1.46277  -0.41988  2.39806  0.6826
C  0.97501  -1.81620  1.87691  -0.2528
O  1.55751  0.16682  0.42598  -0.0696
C  2.31276  -1.70220  2.56608  -0.5969
Cl  3.78085  -1.44321  1.60035  0.6746
C  2.44104  -2.06271  3.88407  -0.7372
Cl  4.02898  -2.35545  4.54002  0.6356
C  2.01272  5.06068  -0.74354  -0.0224
O  0.88275  4.24768  -0.39119  0.0365
C  0.72955  3.04609  -0.90951  -0.5325
O  -0.18919  2.34293  -0.51830  0.0582
N  1.61556  2.64012  -1.86332  0.0473
N  1.38011  1.39458  -2.46219  0.0490
H  1.94854  5.93364  -0.10447  0.1047
H  1.94553  5.37389  -1.78680  0.0997
H  2.94077  4.52627  -0.54122  0.1042
H  2.23330  3.29358  -2.31491  0.1397
H  2.22573  0.83612  -2.43405  0.1151
H  1.05504  1.51049  -3.41710  0.1218

Its multiplicity is 6. As for the orbital gap (spin up / spin down): 4.98 / 4.97 eV. The LUMO energy (spin up / spin down) comes out at -0.030 / -0.030 Eh. The energy relative to the best compared isomer or geometry (same formula, charge and spin) comes out at 0.0 kcal per mole. The calculated total energy is -4992.17077 hartree.

***

[3]
Entry from the OMol25 dataset: a 2-piece molecular cluster, C4H5ClN2S overall (ωB97M-V with the def2-TZVPD basis set).

Each line ends with the Löwdin charge.
Cartesian coordinates (Å):
S  -1.11543  -2.18885  0.87318  0.8163
C  -0.05310  -0.96846  0.13362  -0.6197
C  0.50972  -1.26262  -1.17083  -0.1592
N  1.01378  -0.33464  -1.92339  0.0640
C  0.99054  0.93099  -1.44818  -0.1041
C  0.51884  1.21609  -0.17030  -0.0914
N  -0.10968  0.27068  0.57468  -0.0268
H  -2.00647  -1.34963  1.23234  -0.1791
H  0.77010  -2.30054  -1.54043  0.1306
H  1.42684  1.66818  -2.08100  0.0951
H  0.33243  2.18062  0.27367  0.1062
Cl  -1.18345  1.07572  3.26037  0.2744
H  -1.09413  1.06245  1.98627  -0.3063

As for the orbital gap: 9.26 eV. The LUMO energy comes out at -0.004 Eh. The energy relative to the best compared isomer or geometry (same formula, charge and spin) comes out at 17.1 kcal per mole. The calculated total energy is -1123.28545 hartree. As for the SMILES: Sc1cnccn1.Cl.

***

[4]
Entry from the OMol25 dataset: a 2-piece molecular cluster, CH3N2O2 overall (ωB97M-V with the def2-TZVPD basis set).

Each line ends with the Löwdin charge.
Cartesian coordinates (Å):
C  0.35275  1.21165  0.27884  -0.0307
N  -0.08762  -0.38638  -0.88319  0.0623
N  -0.39557  -1.41047  -0.28153  -0.7276
O  -0.53377  -2.42605  -0.98605  -0.1489
O  -0.67825  -1.52893  0.92404  -0.1389
H  1.38985  1.25831  -0.07766  -0.0063
H  0.01665  1.24168  1.33075  0.0073
H  -0.06405  2.04018  -0.30520  -0.0171

As for the orbital gap: 7.86 eV. The LUMO energy comes out at 0.162 Eh. The energy relative to the best compared isomer or geometry (same formula, charge and spin) comes out at 123.4 kcal per mole. The charge is -1. The calculated total energy is -299.73365 hartree.

***

[5]
Entry from the OMol25 dataset: one molecule with the formula CH3NO (ωB97M-V with the def2-TZVPD basis set).

Each line ends with the Löwdin charge.
Cartesian coordinates (Å):
C  -1.14413  0.18673  -0.03312  -0.0438
N  -0.04305  -0.52660  0.04107  -0.1072
O  1.19897  0.08905  -0.01189  -0.0902
H  -1.32455  1.22793  0.18613  0.0621
H  -2.00595  -0.45677  -0.10591  0.0539
H  0.90484  1.08225  -0.07387  0.1253

As for the orbital gap: 11.09 eV. The LUMO energy comes out at 0.034 Eh. The energy relative to the best compared isomer or geometry (same formula, charge and spin) comes out at 66.7 kcal per mole. The calculated total energy is -169.80125 hartree. As for the SMILES: C=NO.

***

[6]
Entry from the OMol25 dataset: one molecule with the formula CH6N4S2 (ωB97M-V with the def2-TZVPD basis set).

Each line ends with the Löwdin charge.
Cartesian coordinates (Å):
N  1.44549  -0.92473  0.16993  -0.1046
N  0.96531  -0.16254  -0.93159  -0.0845
C  -0.24537  0.56353  -0.57426  -0.5890
N  -1.18350  0.56650  -1.52706  -0.3757
S  -2.59335  1.26938  -1.07614  0.6785
N  -0.20949  0.90163  0.79913  -0.4341
S  -0.93552  -0.21741  1.84924  0.7438
H  1.09296  -1.88538  0.25434  0.0710
H  2.52361  -1.12712  0.00526  0.1391
H  0.63161  -0.83014  -1.73095  0.1555
H  -2.36705  2.08619  -0.04379  -0.1537
H  0.88411  0.94036  0.95017  0.1239
H  -0.00881  -1.18027  1.85572  -0.1703

As for the orbital gap: 8.42 eV. The LUMO energy comes out at 0.014 Eh. The energy relative to the best compared isomer or geometry (same formula, charge and spin) comes out at 37.7 kcal per mole. The calculated total energy is -1056.98297 hartree. As for the SMILES: NN/C(=N/S)NS.